No. 1
C40H45BNO10P2 | ωB97M-V/def2-TZVPD

ORCA input file:
```
! RIJCOSX wB97M-V def2-TZVPD def2/J DEFGRID3
* xyz -1 1
C 0.1078 0.4803 -0.3082
C -0.1998 2.0623 -0.6704
C -0.0474 3.0795 0.6296
C 0.0913 4.6207 0.0652
C 0.9317 5.5851 1.1306
C -1.3635 5.2906 -0.3871
C -2.3067 5.9097 0.8131
C -3.8131 5.2333 0.8996
C -3.8842 3.8854 1.8379
C -3.8648 2.4904 0.9634
C -5.3146 3.8657 2.6901
C -0.8932 6.5918 -1.3241
O -1.7960 6.5742 -2.5218
B -2.2124 5.1861 -2.8034
P -1.3907 4.1895 -4.2155
N 0.3786 4.0608 -4.0427
O -2.0162 2.5409 -4.0049
P -4.1036 4.8631 -3.1706
O -5.0195 6.1132 -2.8587
O -4.6856 3.4714 -2.2593
O -4.2786 4.4055 -4.8778
O -2.0911 4.5619 -1.4388
H -0.5041 -0.1593 -1.1053
H 1.2521 0.2013 -0.4552
H -0.2465 0.1770 0.7652
H -1.3517 2.1008 -0.9718
H 0.4461 2.4466 -1.5724
H -0.9155 2.9384 1.4200
H 0.9911 2.7919 1.1392
H 0.7944 4.5510 -0.8968
H 0.6543 6.7243 1.0420
H 2.0963 5.4839 0.9113
H 0.7952 5.2295 2.2597
H -1.7520 5.8931 1.8638
H -2.4868 7.0673 0.5853
H -4.4976 6.0507 1.4305
H -4.3098 5.0446 -0.1521
H -3.0330 3.7978 2.6382
H -3.1611 1.6736 1.4507
H -4.9596 2.0877 0.7528
H -3.3919 2.7370 -0.0969
H -5.1162 3.9598 3.8565
H -5.9281 2.8770 2.5423
H -5.9920 4.7771 2.3997
H -0.9629 7.6630 -0.8562
H 0.1551 6.4150 -1.8543
H 0.8060 4.8658 -3.5345
H 0.6490 3.1360 -3.6422
H -1.2030 1.9497 -4.0348
H -5.3010 2.9184 -2.8380
H -4.5372 3.4192 -4.9089
C -0.0475 -6.3030 1.9706
C 0.1620 -5.1783 1.1731
C 0.1179 -3.9031 1.7388
C -0.1487 -3.7511 3.1049
C -0.3825 -4.8743 3.8973
C -0.3203 -6.1543 3.3312
C -0.7136 -4.7233 5.3290
O -0.9155 -5.7097 6.0265
C -0.8063 -3.3671 5.9054
C -1.1760 -3.2071 7.2472
C -1.2531 -1.9286 7.8038
C -0.9530 -0.8099 7.0271
C -0.5898 -0.9661 5.6886
C -0.5259 -2.2470 5.1243
C -0.1757 -2.3993 3.6982
O 0.0838 -1.4164 3.0136
H -0.0041 -7.2974 1.5316
H 0.3620 -5.2937 0.1101
H 0.2876 -3.0298 1.1111
H -0.4882 -7.0365 3.9464
H -1.4089 -4.0755 7.8614
H -1.5455 -1.8063 8.8445
H -1.0059 0.1856 7.4624
H -0.3616 -0.0878 5.0870
C 5.3403 -8.5638 -2.6725
C 6.5363 -8.1637 -3.2681
C 6.7108 -6.8356 -3.6606
C 5.6810 -5.9066 -3.4681
C 4.4763 -6.3122 -2.8951
C 4.3097 -7.6416 -2.4856
C 3.3654 -5.3523 -2.7326
O 2.3080 -5.7069 -2.2261
C 3.5439 -3.9621 -3.1969
C 2.4791 -3.0565 -3.1019
C 2.6437 -1.7363 -3.5265
C 3.8713 -1.3152 -4.0369
C 4.9320 -2.2166 -4.1379
C 4.7645 -3.5454 -3.7260
C 5.8812 -4.5001 -3.8701
O 6.9590 -4.1320 -4.3229
H 5.2077 -9.5967 -2.3582
H 7.3348 -8.8853 -3.4253
H 7.6491 -6.5293 -4.1202
H 3.3769 -7.9624 -2.0251
H 1.5184 -3.3764 -2.7016
H 1.8140 -1.0362 -3.4567
H 4.0020 -0.2850 -4.3610
H 5.8859 -1.8819 -4.5420
*
```

The LUMO energy is -0.001 Ha. The value obtained for the frontier orbital gap is 3.6 eV.

---

No. 2
C40H45CoGeN4O3P | ωB97M-V/def2-TZVPD

ORCA input file:
```
! RIJCOSX wB97M-V def2-TZVPD def2/J DEFGRID3
* xyz 3 5
Co 13.9824 12.1113 14.1195
O 18.3092 12.4599 9.8930
C 17.4803 13.4349 9.3695
C 18.0139 14.4296 8.6060
C 17.1767 15.3007 7.8941
C 15.8270 15.2011 7.9452
C 15.2524 14.1932 8.8055
C 16.0641 13.3822 9.6024
C 15.3797 12.4020 10.5319
O 14.7633 11.4560 10.0390
N 15.4872 12.5309 11.9078
N 15.0468 11.5005 12.7662
C 17.2531 12.6556 14.6985
C 16.3630 12.6885 15.9251
C 16.9964 13.1019 17.1003
C 16.3480 12.9456 18.3073
C 15.0178 12.4318 18.2427
C 14.4446 11.9990 17.0675
N 15.1309 12.1393 15.8715
H 17.9099 11.5543 9.9156
H 19.0923 14.6028 8.4872
H 17.6936 16.1016 7.2987
H 15.1813 15.7561 7.2967
H 14.1860 14.0020 8.9393
H 18.2542 13.0268 15.0232
H 17.9635 13.5800 17.0607
H 16.8279 13.2848 19.2828
H 14.4552 12.5229 19.1735
H 13.5294 11.4520 17.0929
O 14.4505 15.0204 14.1651
N 14.6004 13.8226 13.4831
C 15.8113 13.8081 12.7226
C 17.0746 13.5664 13.4800
C 18.2467 13.9868 12.8494
C 19.4976 13.3777 13.1156
C 19.7591 12.0394 13.5285
C 18.8217 10.9900 13.7869
C 17.5530 11.3351 14.0327
P 16.3092 10.3731 13.1737
C 15.6374 9.0524 14.1924
C 14.4444 9.2778 14.7978
C 13.9260 8.3103 15.7200
C 14.7143 7.1531 16.0073
C 15.8767 6.8910 15.3060
C 16.3926 7.8638 14.4290
C 16.6894 9.5703 11.6144
C 15.7404 8.6545 11.1720
C 16.0153 7.8824 10.0405
C 17.2370 8.0464 9.3934
C 18.1776 8.9192 9.8159
C 17.9426 9.7078 10.9385
H 13.5006 15.1947 14.0819
H 15.9318 14.7063 12.1548
H 18.1739 14.7593 12.0755
H 20.3795 13.8367 12.6123
H 20.8005 11.7684 13.5440
H 19.1390 9.9603 13.6893
H 13.8759 10.1898 14.5095
H 12.9870 8.4367 16.2708
H 14.4222 6.5202 16.8700
H 16.3898 5.9103 15.3439
H 17.2434 7.5869 13.8590
H 14.7353 8.5635 11.5954
H 15.2269 7.1836 9.7299
H 17.4436 7.3847 8.5711
H 19.0901 9.0163 9.2350
H 18.6419 10.4740 11.2848
C 7.4923 12.1643 16.3873
C 8.6574 11.7561 17.2913
C 10.0520 12.0640 16.7646
C 10.5442 11.1909 15.5980
Ge 11.4725 12.0269 14.0853
C 10.9338 10.6553 12.6775
C 9.4799 10.7385 12.1755
C 8.9918 11.9924 11.4102
C 7.7901 11.6668 10.4555
H 6.5472 11.7278 16.8215
H 7.5593 11.8813 15.2584
H 7.3194 13.2706 16.4665
H 8.6964 10.6904 17.4862
H 8.4704 12.2618 18.2516
H 10.8333 11.8569 17.5270
H 10.2071 13.1485 16.5699
H 9.6724 10.5982 15.2666
H 11.2463 10.3960 15.9190
H 10.6580 13.3304 14.0899
H 11.0378 9.7158 13.1723
H 11.6858 10.6818 11.8708
H 8.8286 10.4982 13.0124
H 9.4535 9.8684 11.5248
H 9.8674 12.3254 10.8177
H 8.7943 12.8244 12.0763
H 8.2053 10.9196 9.6903
H 7.4690 12.6087 9.9512
H 6.9324 11.3287 11.0624
*
```

The LUMO energy (spin up / spin down) is -0.353 / -0.446 Ha. The value obtained for the frontier orbital gap (spin up / spin down) is 6.6 / 4.0 eV.

---

No. 3
C40H45N4S | ωB97M-V/def2-TZVPD

ORCA input file:
```
! RIJCOSX wB97M-V def2-TZVPD def2/J DEFGRID3
* xyz 1 1
C -0.8817 -3.9247 3.4509
C -1.3795 -2.5991 2.8646
C -2.6816 -2.7919 2.0763
C -0.2902 -1.9149 2.0329
C 0.9838 -1.7761 2.8294
N 1.8806 -0.7723 2.2310
C 3.1478 -0.5078 2.7916
C 3.8211 0.4794 2.0861
C 5.1308 0.8031 2.4507
C 5.6877 0.1804 3.5834
C 4.9569 -0.7565 4.3305
C 3.6676 -1.1303 3.9212
S 2.7929 1.1868 0.8466
C 1.5618 0.0353 1.1978
N 0.3029 0.0193 0.6195
C -0.7442 -0.5727 1.4896
C -1.2913 0.4041 2.4871
C -2.5908 0.8891 2.2761
C -3.2841 1.4839 3.3299
C -2.6455 1.6583 4.5649
C -1.2876 1.3543 4.7019
C -0.5900 0.7872 3.6279
H -0.4086 -4.5472 2.6801
H -0.1513 -3.7575 4.2528
H -1.7207 -4.4878 3.8757
H -1.6065 -1.9175 3.7065
H -2.4971 -3.2481 1.0914
H -3.3519 -3.4626 2.6298
H -3.2249 -1.8477 1.9284
H -0.0786 -2.5537 1.1536
H 0.7762 -1.4935 3.8747
H 1.5242 -2.7359 2.8604
H 5.6834 1.5194 1.8515
H 6.7023 0.4339 3.8890
H 5.3903 -1.2122 5.2235
H 3.0824 -1.8789 4.4599
H -1.5749 -0.8184 0.8483
H -3.0590 0.7772 1.2910
H -4.3226 1.7912 3.1805
H -3.2070 2.0538 5.4152
H -0.7574 1.5469 5.6341
H 0.4897 0.6394 3.6812
C 4.0440 2.5649 -5.2643
N 4.2225 1.4349 -4.3740
C 5.6048 1.0605 -4.1876
C 5.7275 -0.3464 -3.6250
C 4.8570 -0.5283 -2.3771
C 3.4878 0.0525 -2.5147
C 3.2185 0.9768 -3.5666
C 1.8902 1.4084 -3.7509
C 0.8910 0.9960 -2.8864
C 1.1767 0.2293 -1.7529
C 0.0848 -0.1999 -0.7921
C -1.3218 0.3071 -1.1289
C -2.3505 -0.6335 -1.1814
C -3.6720 -0.2140 -1.3218
C -3.9335 1.0947 -1.8133
N -5.1922 1.4249 -2.2247
C -5.4596 2.7173 -2.8254
C -6.3532 0.6498 -1.8353
C -6.0705 -0.8383 -1.7769
C -4.7851 -1.1452 -1.0065
C -2.8727 2.0329 -1.8267
C -1.6105 1.6576 -1.3732
C 2.4682 -0.3024 -1.6295
H 2.9960 2.7082 -5.5371
H 4.4123 3.4983 -4.8065
H 4.6130 2.3895 -6.1880
H 6.1086 1.1425 -5.1604
H 6.0979 1.7825 -3.5128
H 5.4089 -1.0558 -4.3972
H 6.7781 -0.5497 -3.3957
H 4.7830 -1.5983 -2.1438
H 5.3617 -0.0562 -1.5198
H 1.6218 2.0590 -4.5775
H -0.1110 1.3302 -3.1236
H 0.0302 -1.2974 -0.9216
H -2.1270 -1.7016 -1.0567
H -4.7864 2.9002 -3.6740
H -6.4922 2.7093 -3.1934
H -5.3411 3.5427 -2.1062
H -6.7129 0.9967 -0.8539
H -7.1391 0.8662 -2.5618
H -6.9177 -1.3443 -1.3070
H -5.9633 -1.2196 -2.7985
H -4.4554 -2.1719 -1.2124
H -5.0083 -1.1001 0.0750
H -3.0409 3.0468 -2.1924
H -0.8186 2.4041 -1.2834
H 2.6953 -1.0164 -0.8334
*
```

The LUMO energy is -0.096 Ha. The value obtained for the frontier orbital gap is 6.8 eV.